Below is a cluster of 2 separate species, C5H13N3O in total in a non-equilibrium geometry, with properties calculated with ωB97M-V/def2-TZVPD.

Results
2S+1: 1
DFT total energy: -437.748378 Eh
LUMO: 0.09 eV
Energy above the lowest of the compared OMol25 structures with the same formula, charge and spin: 66.3 kcal/mol
SMILES string: [H]/N=C(C)\C(N)=N\[H].CCO
Orbital gap: 8.41 eV

Last column: Mulliken charge in e.
Geometry (Å):
C -0.874 1.747 1.226  -0.319
C 0.250 0.496 1.908  -1.088
O -0.312 2.537 0.314  -0.669
H 0.371 1.927 -0.459  0.269
H -1.700 1.132 0.838  0.258
H -1.147 2.300 2.134  0.367
H 0.484 -0.473 1.479  0.313
H 1.187 1.005 2.141  0.276
H -0.290 0.263 2.823  0.398
C -1.039 -2.025 -0.717  -1.572
C 0.797 -0.242 -0.971  0.420
C -0.635 -0.645 -1.150  0.932
N 1.718 -1.210 -0.726  -0.376
N 1.109 1.000 -1.198  -0.575
N -1.519 0.130 -1.617  -0.683
H 1.433 -2.163 -0.581  0.191
H 2.682 -0.949 -0.584  0.220
H 2.099 1.217 -1.172  0.198
H -1.164 1.054 -1.859  0.336
H -2.118 -2.113 -0.817  0.345
H -0.767 -2.199 0.326  0.370
H -0.566 -2.788 -1.338  0.391